A structure of composition C22H34BBeBr2F3MgN5O14S2 in a non-equilibrium geometry. Source: OMol25; level of theory: wB97M-V/def2-TZVPD.

Last column: Löwdin charge in e.
Cartesian coordinates (Å):
N (5.17576, 0.14485, 1.75596)  0.229
C (5.12048, -0.12264, 0.64138)  -0.379
O (5.41364, -0.20851, -0.64376)  -0.062
N (5.98978, -1.47960, -0.95469)  -0.538
S (5.21498, -2.81094, -0.14403)  0.737
S (7.67254, -1.45613, -0.75048)  0.521
O (8.06568, -0.80181, 0.42956)  -0.217
O (8.16128, -2.76653, -0.86532)  -0.237
F (8.11018, -0.55430, -1.94556)  -0.110
H (5.80358, -2.96904, 1.14150)  -0.203
Be (6.54403, -4.45099, 1.92448)  0.367
C (1.03126, -2.84569, 2.59717)  -0.048
C (1.80248, -1.81788, 3.41946)  -0.421
C (0.88131, -0.87878, 4.20993)  -0.271
O (0.26026, 0.10400, 3.48091)  -0.141
C (-0.89602, -0.32111, 2.76039)  -0.064
N (2.71782, -1.09573, 2.54097)  0.055
H (0.62460, -2.42716, 1.67769)  0.070
H (1.69606, -3.66067, 2.31077)  0.080
H (0.20573, -3.27649, 3.16943)  0.084
H (2.40701, -2.36610, 4.14824)  0.140
H (1.54798, -0.28636, 4.98381)  -0.172
H (0.14761, -1.43961, 4.80493)  0.139
H (-1.46181, -1.08019, 3.30657)  0.102
H (-0.61240, -0.69318, 1.78098)  0.058
H (-1.53296, 0.54950, 2.61036)  0.089
H (3.31374, -0.49120, 3.10065)  0.035
H (2.16475, -0.44586, 1.98640)  0.082
Br (2.71226, 0.26695, 6.06753)  0.857
Br (8.38056, -3.61789, 3.13103)  -0.061
C (5.94078, -8.10065, 0.61449)  -1.071
O (5.37892, -8.99259, 1.27276)  -0.064
O (6.16752, -6.87338, 1.05803)  -0.284
O (6.30041, -8.19762, -0.64793)  -0.207
C (-1.90460, -0.61871, -2.16138)  0.028
C (-2.38158, 0.17120, -3.11913)  0.020
C (-3.52113, 1.08543, -2.86490)  -0.394
O (-3.95944, 1.80723, -3.73470)  0.095
C (-4.10814, 1.08462, -1.50247)  0.013
C (-3.63130, 0.29551, -0.54586)  0.021
C (-2.49055, -0.61737, -0.80062)  -0.375
O (-2.05446, -1.33339, 0.07565)  0.089
H (-1.07380, -1.29239, -2.32688)  0.125
H (-1.96632, 0.18506, -4.11825)  0.124
H (-4.93837, 1.75964, -1.33523)  0.120
H (-4.04560, 0.28224, 0.45459)  0.121
Mg (4.26285, -6.85342, -0.75686)  0.864
B (6.14399, 4.24046, 6.11812)  -1.035
O (5.41401, 2.93651, 5.90991)  0.265
C (4.88230, 2.59159, 7.02486)  -0.375
O (4.21368, 1.57993, 7.20514)  -0.149
C (5.19991, 3.62864, 8.09818)  -0.411
O (4.83932, 3.58313, 9.23864)  0.153
O (5.92932, 4.57391, 7.55612)  0.238
F (5.60081, 5.22016, 5.30737)  0.161
F (7.48714, 4.07869, 5.85327)  0.169
C (-3.19346, 4.48726, 2.07842)  -0.108
C (-2.67368, 5.51779, 1.08238)  -0.260
C (-2.54122, 4.96319, -0.33890)  -0.192
C (-1.53003, 3.91225, -0.43022)  -0.238
N (-0.74155, 3.08282, -0.49885)  0.155
H (-2.50106, 3.65019, 2.18346)  0.066
H (-3.31549, 4.94075, 3.06173)  0.073
H (-4.16356, 4.09420, 1.76559)  0.073
H (-1.71129, 5.90008, 1.42612)  0.115
H (-3.36241, 6.36440, 1.06017)  0.107
H (-2.26545, 5.77272, -1.01679)  0.119
H (-3.50308, 4.57781, -0.68325)  0.114
C (-5.25675, -0.88225, -7.95103)  -0.072
C (-5.64251, -1.52122, -6.62104)  -0.428
C (-7.11823, -1.32784, -6.23834)  -0.212
O (-7.45091, -0.03308, -5.77691)  -0.188
C (-7.62043, 0.93952, -6.79107)  -0.107
N (-4.74329, -1.01795, -5.57796)  0.047
H (-5.11800, 0.19519, -7.87251)  0.065
H (-4.31438, -1.29684, -8.30916)  0.075
H (-6.01384, -1.07458, -8.71464)  0.077
H (-5.47662, -2.59828, -6.71848)  0.134
H (-7.33690, -1.99663, -5.40174)  0.121
H (-7.78433, -1.62547, -7.05957)  0.119
H (-8.06960, 0.51373, -7.69300)  0.090
H (-6.66730, 1.41427, -7.03283)  0.076
H (-8.28288, 1.71343, -6.40378)  0.086
H (-4.92030, -1.52552, -4.71494)  0.073
H (-5.02931, -0.06527, -5.36204)  0.058

The total charge is -1. Its total energy is -235905.9986 eV. The calculation puts the lowest unoccupied orbital energy at -0.087 Eh. As for the HOMO energy: -4.173 eV.

=====

The molecule C11H19NO in a non-equilibrium geometry. Source: OMol25; level of theory: wB97M-V/def2-TZVPD.

Last column: natural (NBO) charge in e.
Cartesian coordinates (Å):
C (3.23528, 1.18965, 0.35294)  -0.426
N (2.38233, 0.01460, 0.00327)  0.088
O (3.07976, -1.00059, -0.43950)  -0.579
C (1.06573, 0.25302, 0.08009)  0.241
C (0.47464, 1.55929, 0.31488)  -0.465
C (-1.02967, 1.30701, -0.00839)  -0.208
C (-0.99161, 1.00009, -1.57412)  -0.410
C (-0.20171, -0.34471, -1.73223)  -0.407
C (-0.00239, -0.75338, -0.28228)  -0.066
C (0.23547, -2.22913, -0.09079)  -0.637
C (-1.22594, -0.17273, 0.52891)  0.011
C (-1.05662, -0.34696, 2.01138)  -0.608
C (-2.59048, -0.62308, 0.05276)  -0.625
H (3.11926, 1.59693, 1.38649)  0.202
H (4.20954, 0.92812, 0.20936)  0.231
H (2.85525, 1.93139, -0.33418)  0.199
H (0.92070, 2.31293, -0.38398)  0.214
H (0.61183, 1.96808, 1.22806)  0.223
H (-1.73077, 2.04744, 0.15508)  0.219
H (-0.42528, 1.72306, -2.08349)  0.209
H (-1.99012, 0.76222, -1.93027)  0.214
H (-0.71881, -1.16329, -2.22429)  0.212
H (0.78993, -0.22822, -2.21925)  0.223
H (0.08776, -2.60472, 0.86531)  0.209
H (1.27315, -2.43395, -0.43534)  0.265
H (-0.51239, -2.77662, -0.49476)  0.208
H (-0.25237, 0.16860, 2.32865)  0.205
H (-0.81761, -1.53086, 2.17508)  0.201
H (-2.01677, -0.23001, 2.56501)  0.221
H (-3.41911, 0.05237, 0.22406)  0.217
H (-2.76442, -1.53395, 0.72824)  0.208
H (-2.59456, -0.84263, -0.97669)  0.210

Its total energy is -15248.9264 eV. As for the energy above the lowest of the compared OMol25 structures with the same formula, charge and spin: 1.395 eV. The calculation puts the lowest unoccupied orbital energy at 0.027 Eh. As for the HOMO energy: -7.994 eV. The SMILES is C/[N+]([O-])=C1\C[C@H]2CC[C@]1(C)C2(C)C.

=====

The ion C7H12N3O with charge +1 in a non-equilibrium geometry. Source: OMol25; level of theory: wB97M-V/def2-TZVPD.

Last column: natural (NBO) charge in e.
Cartesian coordinates (Å):
C (-0.72355, -1.84493, 1.69615)  -0.444
N (-1.56501, -1.51359, 0.51215)  -0.428
C (-1.43199, -2.55274, -0.54641)  -0.426
C (-1.33885, -0.20683, 0.00255)  0.663
O (-1.77663, 0.05252, -1.11418)  -0.569
C (-0.62093, 0.97169, 0.75988)  -0.308
N (0.51936, 1.45727, -0.06291)  -0.299
C (0.47040, 2.09343, -1.33664)  -0.025
C (1.82403, 2.34156, -1.75908)  -0.054
N (2.65262, 1.87040, -0.70709)  -0.474
C (1.84939, 1.36665, 0.28175)  0.252
H (0.27587, -1.33604, 1.72786)  0.175
H (-1.31847, -1.70190, 2.64864)  0.229
H (-0.51474, -2.95440, 1.65451)  0.234
H (-0.37248, -2.57808, -0.94963)  0.192
H (-1.69211, -3.55246, -0.08762)  0.222
H (-2.17114, -2.41730, -1.38639)  0.251
H (-0.25898, 0.73827, 1.79201)  0.245
H (-1.33340, 1.84587, 0.83717)  0.270
H (-0.47458, 2.33645, -1.88809)  0.294
H (2.18710, 2.79599, -2.70867)  0.279
H (3.66908, 1.86625, -0.63356)  0.466
H (2.14499, 0.92192, 1.26757)  0.257

The total charge is +1. Its total energy is -13964.0562 eV. As for the energy above the lowest of the compared OMol25 structures with the same formula, charge and spin: 1.216 eV. The calculation puts the lowest unoccupied orbital energy at -0.128 Eh. As for the HOMO energy: -12.937 eV. The SMILES is CN(C)C(=O)Cn1cc[nH+]c1.

=====

The ion C5H13N2S with charge -2 in a non-equilibrium geometry. Source: OMol25; level of theory: wB97M-V/def2-TZVPD.

Last column: natural (NBO) charge in e.
Cartesian coordinates (Å):
C (0.04125, 0.53576, 0.58601)  -0.234
N (1.34270, 0.24936, -0.10884)  -0.646
C (1.88455, -1.05695, 0.26858)  -0.243
C (2.02365, -1.15213, 1.86493)  -0.499
S (3.84813, -1.90241, 2.26427)  -0.822
C (-0.97254, 1.22600, -0.34414)  -0.272
N (-1.92804, 0.23692, -0.62468)  -0.697
C (-2.48409, 0.41296, -2.04355)  -1.104
H (-0.48994, -0.29887, 1.00617)  0.206
H (0.20215, 1.23925, 1.44242)  0.147
H (1.97370, 0.97815, 0.09380)  0.336
H (1.04406, -1.58569, -0.21640)  0.184
H (2.81930, -1.27462, -0.24969)  0.204
H (1.23296, -1.84569, 2.27560)  0.178
H (1.90771, -0.14245, 2.31503)  0.175
H (-1.37844, 2.12807, 0.01084)  0.146
H (-0.35173, 1.46466, -1.30131)  0.194
H (-2.74285, -0.03344, -0.04108)  0.351
H (-3.10887, 1.16623, -2.20686)  0.127
H (-1.73680, 0.22093, -2.70856)  0.174
H (-3.12684, -0.56601, -2.28254)  0.096

The total charge is -2. Its total energy is -19205.7624 eV. As for the energy above the lowest of the compared OMol25 structures with the same formula, charge and spin: 2.256 eV. The calculation puts the lowest unoccupied orbital energy (alpha / beta) at 0.209 / 0.209 Eh. As for the spin multiplicity: 2. As for the HOMO energy (alpha / beta): 3.423 / -0.480 eV.

=====

The molecule C5H10O2 in a non-equilibrium geometry. Source: OMol25; level of theory: wB97M-V/def2-TZVPD.

Last column: natural (NBO) charge in e.
Cartesian coordinates (Å):
O (-1.84093, -1.81735, -1.50974)  -0.713
C (-1.77433, -1.17142, -0.23845)  -0.090
C (-0.57991, -0.15481, -0.16872)  0.113
C (0.05837, 1.34887, 0.78389)  -0.436
C (1.36623, 1.26704, -0.03179)  -0.463
C (1.56938, -0.18993, 0.37917)  -0.063
O (0.56261, -0.95758, -0.23166)  -0.553
H (-1.09844, -2.43009, -1.60523)  0.475
H (-1.69717, -1.93631, 0.54442)  0.171
H (-2.73304, -0.66123, -0.15627)  0.183
H (-0.66751, 0.47605, -1.05739)  0.156
H (0.42860, 1.59510, 1.81507)  0.212
H (-0.71235, 2.08028, 0.59794)  0.203
H (2.21829, 1.88525, 0.27931)  0.220
H (1.19770, 1.44868, -1.09771)  0.212
H (1.17128, -0.08841, 1.41862)  0.176
H (2.53122, -0.69415, 0.27854)  0.197

Its total energy is -9438.7354 eV. As for the energy above the lowest of the compared OMol25 structures with the same formula, charge and spin: 4.308 eV. The calculation puts the lowest unoccupied orbital energy at 0.039 Eh. As for the HOMO energy: -9.333 eV. The SMILES is OC[C@H]1CCCO1.

=====

A structure of composition CH3KO in a non-equilibrium geometry. Source: OMol25; level of theory: wB97M-V/def2-TZVPD.

Last column: Löwdin charge in e.
Cartesian coordinates (Å):
K (29.19592, 16.94686, -8.22142)  0.901
C (27.36659, 16.62570, -11.14721)  -0.452
O (28.42122, 17.37414, -10.68322)  -0.570
H (27.47991, 16.30144, -12.20828)  0.047
H (27.19803, 15.66561, -10.58082)  0.032
H (26.39995, 17.17080, -11.09743)  0.042

Its total energy is -19456.7547 eV. As for the energy above the lowest of the compared OMol25 structures with the same formula, charge and spin: 0.000 eV. The calculation puts the lowest unoccupied orbital energy at -0.033 Eh. As for the HOMO energy: -6.379 eV.

=====

- Which formula does entry 1 have?
  C22H34BBeBr2F3MgN5O14S2